No. 1
Here is a 14-piece molecular cluster, C64H136N8O6 overall from OMol25. Energies are from ωB97M-V with the def2-TZVPD basis set.

Positions of all 214 atoms, in Å:
C: 13.894 14.246 13.184
C: 13.234 13.200 14.036
C: 11.815 13.255 13.669
O: 11.679 14.388 12.797
C: 12.909 14.497 12.045
H: 14.832 13.825 12.822
H: 14.158 15.082 13.832
H: 13.329 13.411 15.101
H: 13.640 12.234 13.737
H: 11.137 13.376 14.514
H: 11.496 12.381 13.102
H: 13.041 15.446 11.524
H: 12.915 13.799 11.208
C: 21.406 11.768 18.835
C: 21.023 12.473 17.584
C: 20.716 11.364 16.566
O: 20.162 10.341 17.424
C: 20.872 10.320 18.639
H: 20.940 12.227 19.707
H: 22.488 11.706 18.948
H: 21.846 13.048 17.160
H: 20.169 13.125 17.763
H: 21.522 10.944 15.964
H: 19.945 11.629 15.843
H: 21.631 9.548 18.511
H: 20.292 9.969 19.493
C: 11.058 13.313 17.980
C: 12.499 13.447 18.447
C: 12.406 14.004 19.853
O: 11.041 13.833 20.179
C: 10.338 13.029 19.293
H: 10.941 12.576 17.186
H: 10.783 14.288 17.578
H: 13.052 14.118 17.789
H: 12.846 12.415 18.503
H: 12.693 15.048 19.722
H: 13.055 13.479 20.555
H: 9.273 13.250 19.214
H: 10.436 11.982 19.579
C: 19.110 21.439 18.250
C: 18.778 19.913 18.135
C: 17.384 20.001 17.488
O: 16.966 21.346 17.809
C: 17.807 22.037 18.689
H: 19.374 21.804 17.257
H: 19.888 21.675 18.977
H: 18.680 19.442 19.113
H: 19.545 19.333 17.622
H: 16.690 19.268 17.899
H: 17.397 19.850 16.408
H: 17.649 21.871 19.755
H: 17.824 23.126 18.633
C: 20.933 15.367 19.677
C: 21.036 15.249 21.215
C: 22.037 16.344 21.551
O: 21.615 17.350 20.637
C: 21.246 16.821 19.380
H: 20.008 15.007 19.227
H: 21.598 14.694 19.137
H: 21.429 14.262 21.458
H: 20.146 15.376 21.832
H: 23.076 16.084 21.345
H: 21.997 16.653 22.596
H: 22.128 16.866 18.741
H: 20.414 17.333 18.897
C: 19.259 20.605 12.240
C: 18.643 20.525 13.612
C: 19.714 21.076 14.563
O: 20.814 21.437 13.773
C: 20.425 21.599 12.383
H: 18.534 20.952 11.503
H: 19.665 19.648 11.912
H: 18.346 19.533 13.952
H: 17.777 21.184 13.682
H: 20.013 20.249 15.206
H: 19.343 21.926 15.135
H: 21.196 21.352 11.653
H: 20.114 22.636 12.255
C: 19.335 13.480 9.519
C: 18.318 12.897 8.521
C: 16.858 13.025 8.964
C: 16.640 12.303 10.264
N: 16.478 11.696 11.224
H: 20.296 13.493 9.004
H: 19.530 12.869 10.401
H: 19.139 14.509 9.821
H: 18.488 11.853 8.257
H: 18.367 13.544 7.646
H: 16.153 12.688 8.205
H: 16.608 14.076 9.108
C: 17.426 16.860 20.808
C: 16.625 17.300 22.069
C: 15.973 18.660 21.777
C: 14.968 18.598 20.676
N: 14.190 18.465 19.879
H: 17.758 15.831 20.952
H: 18.254 17.522 20.555
H: 16.761 16.789 19.948
H: 17.256 17.492 22.937
H: 15.894 16.547 22.363
H: 16.709 19.422 21.522
H: 15.497 19.012 22.692
C: 13.193 18.544 16.150
C: 12.408 17.336 15.677
C: 11.298 17.754 14.644
C: 11.702 18.624 13.522
N: 11.953 19.307 12.622
H: 13.649 19.077 15.316
H: 14.020 18.290 16.813
H: 12.648 19.270 16.752
H: 11.858 16.825 16.467
H: 13.113 16.615 15.265
H: 10.583 18.343 15.219
H: 10.805 16.873 14.234
C: 15.745 11.415 15.888
C: 17.069 11.066 16.648
C: 16.805 9.993 17.722
C: 16.372 8.709 17.250
N: 16.005 7.709 16.850
H: 15.554 10.613 15.175
H: 15.766 12.389 15.400
H: 14.953 11.487 16.633
H: 17.483 11.929 17.169
H: 17.788 10.704 15.913
H: 15.983 10.309 18.363
H: 17.723 9.802 18.279
C: 22.445 19.700 16.949
C: 23.984 19.425 16.950
N: 24.743 19.878 18.121
C: 26.192 19.857 17.885
C: 26.744 20.443 16.592
C: 24.330 19.172 19.351
C: 24.853 19.848 20.570
H: 22.200 20.758 16.857
H: 21.966 19.341 17.860
H: 21.947 19.184 16.128
H: 24.132 18.354 16.806
H: 24.422 19.868 16.056
H: 26.609 20.450 18.699
H: 26.570 18.838 17.974
H: 27.820 20.616 16.565
H: 26.468 19.876 15.703
H: 26.357 21.442 16.392
H: 24.680 18.144 19.268
H: 23.256 19.032 19.471
H: 24.629 20.915 20.589
H: 25.910 19.649 20.749
H: 24.291 19.493 21.434
C: 23.277 19.312 13.176
C: 22.858 18.061 12.380
N: 22.273 17.005 13.198
C: 23.278 16.386 14.023
C: 22.901 15.295 14.961
C: 21.451 16.024 12.487
C: 22.156 15.089 11.523
H: 23.375 20.116 12.447
H: 24.201 19.012 13.670
H: 22.594 19.516 14.001
H: 22.096 18.344 11.653
H: 23.683 17.642 11.804
H: 24.002 15.934 13.345
H: 23.797 17.135 14.621
H: 22.272 15.679 15.765
H: 22.441 14.460 14.432
H: 23.796 14.931 15.465
H: 20.788 16.674 11.918
H: 20.908 15.366 13.166
H: 22.983 14.497 11.917
H: 22.586 15.622 10.675
H: 21.444 14.416 11.046
C: 15.449 18.036 13.397
C: 15.976 17.188 12.241
N: 15.193 17.339 11.020
C: 15.489 16.197 10.091
C: 14.432 15.971 9.022
C: 15.111 18.679 10.404
C: 16.442 19.194 9.780
H: 15.451 19.098 13.151
H: 16.018 17.899 14.317
H: 14.435 17.699 13.614
H: 17.015 17.449 12.038
H: 16.026 16.152 12.577
H: 16.381 16.236 9.465
H: 15.598 15.230 10.582
H: 14.457 14.913 8.758
H: 13.422 16.182 9.373
H: 14.678 16.487 8.094
H: 14.798 19.464 11.092
H: 14.313 18.716 9.662
H: 16.880 18.605 8.974
H: 17.225 19.240 10.537
H: 16.381 20.207 9.384
C: 19.402 17.211 15.205
C: 19.327 15.742 15.768
N: 17.932 15.330 16.047
C: 17.190 15.069 14.803
C: 17.699 13.793 14.062
C: 17.195 16.182 17.015
C: 15.843 15.631 17.410
H: 20.439 17.541 15.268
H: 18.745 17.843 15.802
H: 19.080 17.218 14.163
H: 19.804 15.030 15.095
H: 19.887 15.706 16.703
H: 16.164 14.810 15.067
H: 17.288 15.865 14.066
H: 18.547 14.022 13.415
H: 17.898 12.942 14.713
H: 16.867 13.389 13.486
H: 17.060 17.213 16.688
H: 17.818 16.234 17.908
H: 15.960 14.554 17.525
H: 15.115 15.745 16.606
H: 15.491 16.123 18.317

Results
Kohn-Sham gap = 8.6 eV
HOMO level = -8.281 eV
2S+1 = 1
E_tot = -92772.8530 eV
M = 1113.842 g/mol
Max |F| = 0.087 hartree/bohr

Löwdin population analysis, charges in e, atoms 1 to 99: atom 1 (C): -0.171, atom 2 (C): -0.188, atom 3 (C): -0.205, atom 4 (O): -0.147, atom 5 (C): -0.153, atom 6 (H): 0.083, atom 7 (H): 0.088, atom 8 (H): 0.105, atom 9 (H): 0.118, atom 10 (H): 0.114, atom 11 (H): 0.121, atom 12 (H): 0.100, atom 13 (H): 0.120, atom 14 (C): -0.160, atom 15 (C): -0.186, atom 16 (C): -0.153, atom 17 (O): -0.170, atom 18 (C): -0.193, atom 19 (H): 0.101, atom 20 (H): 0.115, atom 21 (H): 0.105, atom 22 (H): 0.099, atom 23 (H): 0.121, atom 24 (H): 0.099, atom 25 (H): 0.113, atom 26 (H): 0.114, atom 27 (C): -0.173, atom 28 (C): -0.186, atom 29 (C): -0.192, atom 30 (O): -0.129, atom 31 (C): -0.217, atom 32 (H): 0.109, atom 33 (H): 0.107, atom 34 (H): 0.095, atom 35 (H): 0.108, atom 36 (H): 0.114, atom 37 (H): 0.118, atom 38 (H): 0.123, atom 39 (H): 0.119, atom 40 (C): -0.161, atom 41 (C): -0.139, atom 42 (C): -0.171, atom 43 (O): -0.132, atom 44 (C): -0.227, atom 45 (H): 0.091, atom 46 (H): 0.115, atom 47 (H): 0.090, atom 48 (H): 0.075, atom 49 (H): 0.096, atom 50 (H): 0.100, atom 51 (H): 0.111, atom 52 (H): 0.124, atom 53 (C): -0.165, atom 54 (C): -0.145, atom 55 (C): -0.186, atom 56 (O): -0.158, atom 57 (C): -0.210, atom 58 (H): 0.092, atom 59 (H): 0.092, atom 60 (H): 0.103, atom 61 (H): 0.102, atom 62 (H): 0.120, atom 63 (H): 0.123, atom 64 (H): 0.109, atom 65 (H): 0.101, atom 66 (C): -0.165, atom 67 (C): -0.160, atom 68 (C): -0.213, atom 69 (O): -0.150, atom 70 (C): -0.153, atom 71 (H): 0.101, atom 72 (H): 0.102, atom 73 (H): 0.079, atom 74 (H): 0.115, atom 75 (H): 0.092, atom 76 (H): 0.112, atom 77 (H): 0.110, atom 78 (H): 0.116, atom 79 (C): -0.114, atom 80 (C): -0.242, atom 81 (C): -0.181, atom 82 (C): -0.205, atom 83 (N): 0.152, atom 84 (H): 0.068, atom 85 (H): 0.071, atom 86 (H): 0.074, atom 87 (H): 0.115, atom 88 (H): 0.108, atom 89 (H): 0.119, atom 90 (H): 0.068, atom 91 (C): -0.089, atom 92 (C): -0.223, atom 93 (C): -0.181, atom 94 (C): -0.226, atom 95 (N): 0.163, atom 96 (H): 0.069, atom 97 (H): 0.067, atom 98 (H): 0.037, atom 99 (H): 0.105

***

No. 2
Here is a 9-piece molecular cluster, C64H141BF4N7O3 overall from OMol25. Energies are from ωB97M-V with the def2-TZVPD basis set.

Positions of all 220 atoms, in Å:
C: 5.708 -20.852 18.189
C: 7.245 -20.803 18.025
C: 7.963 -19.705 18.939
N: 9.501 -19.679 18.634
C: 10.145 -21.021 19.046
C: 11.666 -20.974 18.861
C: 12.293 -19.999 19.840
C: 11.714 -18.574 19.645
C: 10.112 -18.548 19.588
C: 9.686 -19.258 17.192
H: 5.371 -21.854 17.924
H: 5.201 -20.133 17.545
H: 5.372 -20.638 19.204
H: 7.442 -20.581 16.976
H: 7.662 -21.784 18.250
H: 7.915 -20.033 19.978
H: 7.525 -18.711 18.853
H: 9.726 -21.320 20.007
H: 9.763 -21.684 18.269
H: 12.128 -21.911 19.173
H: 11.960 -20.743 17.837
H: 12.052 -20.348 20.843
H: 13.376 -19.958 19.725
H: 12.132 -17.953 20.437
H: 12.149 -18.225 18.708
H: 9.779 -18.571 20.625
H: 9.854 -17.627 19.065
H: 9.594 -20.127 16.540
H: 10.693 -18.843 17.155
H: 8.900 -18.555 16.914
C: 3.559 -17.562 18.854
C: 4.479 -16.691 19.648
C: 4.152 -15.168 19.529
N: 4.866 -14.119 20.464
C: 6.385 -14.088 20.156
C: 6.668 -13.501 18.748
C: 6.120 -12.031 18.530
C: 4.612 -12.106 18.760
C: 4.285 -12.749 20.132
C: 4.565 -14.479 21.948
H: 3.618 -17.355 17.785
H: 2.543 -17.442 19.229
H: 3.864 -18.596 19.014
H: 5.494 -16.897 19.306
H: 4.498 -16.942 20.709
H: 3.075 -15.020 19.607
H: 4.421 -14.891 18.509
H: 6.815 -15.044 20.455
H: 6.888 -13.419 20.854
H: 6.215 -14.225 18.070
H: 7.724 -13.466 18.480
H: 6.516 -11.695 17.572
H: 6.591 -11.303 19.191
H: 4.238 -12.680 17.912
H: 4.212 -11.102 18.623
H: 3.209 -12.875 20.258
H: 4.635 -12.026 20.869
H: 4.923 -13.632 22.534
H: 4.969 -15.455 22.216
H: 3.483 -14.540 22.064
C: 11.139 -9.077 20.860
C: 12.661 -9.263 20.389
C: 12.768 -9.013 18.831
N: 14.180 -9.064 18.233
C: 14.894 -10.491 18.429
C: 14.066 -11.569 17.683
C: 14.001 -11.278 16.190
C: 13.327 -9.892 15.926
C: 14.026 -8.772 16.664
C: 15.077 -7.983 18.959
H: 10.393 -9.558 20.228
H: 10.799 -8.043 20.801
H: 10.988 -9.353 21.903
H: 12.978 -10.293 20.550
H: 13.220 -8.618 21.067
H: 12.445 -7.991 18.632
H: 12.101 -9.721 18.340
H: 14.964 -10.644 19.506
H: 15.932 -10.350 18.130
H: 13.064 -11.778 18.056
H: 14.420 -12.567 17.940
H: 13.458 -12.025 15.611
H: 14.924 -11.452 15.636
H: 12.249 -9.952 16.076
H: 13.394 -9.590 14.881
H: 13.532 -7.802 16.596
H: 15.048 -8.638 16.309
H: 15.331 -8.325 19.962
H: 14.481 -7.082 19.104
H: 15.949 -7.817 18.326
C: 14.381 -15.306 25.408
C: 13.943 -16.751 25.560
C: 12.539 -16.949 24.862
N: 11.848 -18.279 25.255
C: 12.809 -19.447 25.067
C: 12.099 -20.838 24.813
C: 10.822 -20.772 23.959
C: 9.841 -19.624 24.329
C: 10.614 -18.281 24.321
C: 11.272 -18.143 26.677
H: 13.644 -14.691 25.923
H: 14.267 -15.070 24.350
H: 15.429 -15.104 25.630
H: 14.014 -17.037 26.610
H: 14.683 -17.419 25.121
H: 12.724 -16.978 23.788
H: 11.825 -16.140 25.013
H: 13.406 -19.223 24.183
H: 13.559 -19.426 25.857
H: 12.800 -21.509 24.318
H: 11.872 -21.224 25.806
H: 10.945 -20.763 22.877
H: 10.235 -21.664 24.177
H: 9.036 -19.517 23.602
H: 9.295 -19.979 25.203
H: 11.100 -18.088 23.364
H: 10.116 -17.332 24.518
H: 10.514 -17.364 26.753
H: 12.044 -17.925 27.415
H: 10.806 -19.122 26.790
C: 15.011 -14.523 20.954
C: 13.637 -14.515 20.261
C: 12.673 -13.487 20.797
N: 11.177 -13.718 20.462
C: 10.384 -12.394 20.780
C: 10.324 -12.082 22.274
C: 9.727 -13.180 23.010
C: 10.545 -14.516 22.862
C: 10.682 -14.926 21.328
C: 10.947 -14.115 18.998
H: 14.806 -14.880 21.963
H: 15.447 -13.525 20.907
H: 15.704 -15.196 20.450
H: 13.308 -15.551 20.343
H: 13.773 -14.308 19.200
H: 12.910 -12.503 20.394
H: 12.662 -13.439 21.886
H: 10.860 -11.653 20.137
H: 9.369 -12.480 20.394
H: 11.279 -11.777 22.703
H: 9.570 -11.297 22.223
H: 9.639 -13.057 24.090
H: 8.746 -13.370 22.576
H: 11.420 -14.580 23.509
H: 9.773 -15.164 23.277
H: 11.220 -15.849 21.113
H: 9.673 -15.229 21.048
H: 11.275 -13.362 18.281
H: 9.890 -14.103 18.735
H: 11.383 -15.089 18.775
C: 9.015 -18.296 29.719
C: 7.763 -17.492 29.235
C: 7.943 -17.114 27.745
N: 6.781 -16.267 27.210
C: 6.852 -14.882 27.966
C: 6.016 -13.814 27.244
C: 6.573 -13.605 25.818
C: 6.436 -14.867 25.060
C: 7.064 -16.108 25.716
C: 5.462 -16.958 27.362
H: 8.784 -18.734 30.690
H: 9.931 -17.712 29.811
H: 9.219 -19.039 28.948
H: 7.494 -16.684 29.915
H: 7.028 -18.272 29.432
H: 8.006 -18.039 27.172
H: 8.833 -16.491 27.654
H: 7.870 -14.497 27.914
H: 6.572 -15.043 29.007
H: 6.036 -12.930 27.882
H: 4.966 -14.098 27.175
H: 7.545 -13.116 25.754
H: 5.854 -12.895 25.409
H: 6.896 -14.558 24.122
H: 5.383 -15.114 24.919
H: 8.132 -15.966 25.554
H: 6.971 -17.071 25.214
H: 5.578 -17.993 27.041
H: 4.605 -16.562 26.818
H: 5.223 -16.894 28.424
C: 13.343 -11.696 24.698
C: 12.810 -10.398 25.346
C: 12.174 -10.727 26.748
N: 11.203 -9.545 27.174
C: 9.989 -9.212 26.240
C: 9.068 -10.427 26.122
C: 8.432 -10.719 27.449
C: 9.599 -10.978 28.501
C: 10.576 -9.807 28.582
C: 12.020 -8.243 27.329
H: 14.138 -12.225 25.224
H: 13.758 -11.457 23.720
H: 12.495 -12.381 24.665
H: 12.106 -9.987 24.623
H: 13.602 -9.674 25.537
H: 12.918 -10.807 27.540
H: 11.632 -11.669 26.833
H: 10.455 -8.848 25.324
H: 9.509 -8.333 26.672
H: 9.697 -11.267 25.826
H: 8.365 -10.178 25.327
H: 7.664 -11.493 27.450
H: 7.790 -9.931 27.844
H: 10.124 -11.925 28.378
H: 9.103 -11.143 29.457
H: 11.387 -9.967 29.292
H: 10.004 -8.887 28.707
H: 11.403 -7.575 27.929
H: 12.292 -7.811 26.366
H: 12.953 -8.461 27.848
B: 12.151 -16.674 16.355
F: 12.796 -16.289 17.488
F: 12.517 -17.976 15.868
F: 10.803 -16.613 16.719
F: 12.422 -15.822 15.326
O: 15.289 -18.259 20.148
C: 15.365 -18.063 21.470
O: 16.416 -18.231 22.067
O: 14.264 -17.767 21.953
H: 14.335 -18.248 20.257

Results
Kohn-Sham gap (spin up / spin down) = 3.3 / 5.3 eV
HOMO level (spin up / spin down) = -10.705 / -13.213 eV
2S+1 = 2
Charge = +4
E_tot = -96739.9591 eV
M = 1143.682 g/mol
ΔE to the lowest compared entry with this formula, charge and spin = 239.9 kJ/mol
Max |F| = 0.087 hartree/bohr

Löwdin population analysis, charges in e, atoms 1 to 99: atom 1 (C): -0.089, atom 2 (C): -0.196, atom 3 (C): -0.099, atom 4 (N): -0.226, atom 5 (C): -0.082, atom 6 (C): -0.140, atom 7 (C): -0.176, atom 8 (C): -0.137, atom 9 (C): -0.053, atom 10 (C): 0.029, atom 11 (H): 0.086, atom 12 (H): 0.068, atom 13 (H): 0.065, atom 14 (H): 0.103, atom 15 (H): 0.103, atom 16 (H): 0.111, atom 17 (H): 0.113, atom 18 (H): 0.136, atom 19 (H): 0.120, atom 20 (H): 0.133, atom 21 (H): 0.133, atom 22 (H): 0.098, atom 23 (H): 0.121, atom 24 (H): 0.077, atom 25 (H): 0.098, atom 26 (H): 0.103, atom 27 (H): 0.105, atom 28 (H): 0.118, atom 29 (H): 0.076, atom 30 (H): 0.115, atom 31 (C): -0.081, atom 32 (C): -0.243, atom 33 (C): -0.084, atom 34 (N): -0.218, atom 35 (C): -0.109, atom 36 (C): -0.140, atom 37 (C): -0.166, atom 38 (C): -0.148, atom 39 (C): -0.098, atom 40 (C): 0.027, atom 41 (H): 0.096, atom 42 (H): 0.093, atom 43 (H): 0.067, atom 44 (H): 0.096, atom 45 (H): 0.096, atom 46 (H): 0.139, atom 47 (H): 0.112, atom 48 (H): 0.100, atom 49 (H): 0.096, atom 50 (H): 0.107, atom 51 (H): 0.092, atom 52 (H): 0.121, atom 53 (H): 0.105, atom 54 (H): 0.119, atom 55 (H): 0.131, atom 56 (H): 0.136, atom 57 (H): 0.132, atom 58 (H): 0.090, atom 59 (H): 0.080, atom 60 (H): 0.112, atom 61 (C): -0.084, atom 62 (C): -0.170, atom 63 (C): -0.122, atom 64 (N): -0.210, atom 65 (C): -0.039, atom 66 (C): -0.165, atom 67 (C): -0.155, atom 68 (C): -0.152, atom 69 (C): -0.070, atom 70 (C): 0.050, atom 71 (H): 0.061, atom 72 (H): 0.080, atom 73 (H): 0.050, atom 74 (H): 0.067, atom 75 (H): 0.105, atom 76 (H): 0.132, atom 77 (H): 0.114, atom 78 (H): 0.109, atom 79 (H): 0.140, atom 80 (H): 0.084, atom 81 (H): 0.115, atom 82 (H): 0.124, atom 83 (H): 0.130, atom 84 (H): 0.113, atom 85 (H): 0.132, atom 86 (H): 0.134, atom 87 (H): 0.137, atom 88 (H): 0.095, atom 89 (H): 0.105, atom 90 (H): 0.110, atom 91 (C): -0.095, atom 92 (C): -0.206, atom 93 (C): -0.120, atom 94 (N): -0.227, atom 95 (C): -0.062, atom 96 (C): -0.109, atom 97 (C): -0.173, atom 98 (C): -0.158, atom 99 (C): -0.110